[1]
Density functional theory data (ωB97M-V with the def2-TZVPD basis set) for a molecular structure, C46H102F6Ni2O29S2 in a non-equilibrium geometry.

The total energy is -8407.630142 hartree. For the gap between HOMO and LUMO (spin up / spin down), the calculation gives 0.3312 / 0.3256 Ha. The LUMO energy (spin up / spin down) comes out at 0.42 / 0.41 eV. The spin multiplicity is 5.

```
187
C46H102F6Ni2O29S2, DFT ωB97M-V with the def2-TZVPD basis set
H -1.412 3.974 4.967
O -4.636 4.084 -0.704
H -6.959 4.521 -0.021
H -1.939 -4.058 3.346
H -0.558 -4.766 0.961
C 5.223 0.658 -4.054
H 2.771 0.329 -6.543
C -1.707 -4.977 -1.768
H -2.361 -0.424 5.980
H -3.293 -1.558 2.713
O 1.522 -6.581 2.794
H 3.569 -6.075 2.907
O 0.098 2.686 5.351
H 0.338 -2.033 3.841
O 0.444 -3.572 -0.994
H -3.468 -0.356 0.111
H -2.428 1.016 -3.805
H 2.539 -3.490 0.094
O -0.715 -3.051 -3.216
O -4.620 1.318 3.652
H 5.589 -6.380 1.074
O 1.873 -2.285 -3.664
H 2.939 -3.672 -4.837
Ni 2.058 1.851 -3.668
H -6.558 0.024 0.494
C -2.859 0.016 -3.967
C 3.335 -3.290 0.785
H 3.576 -3.075 -2.804
C -1.964 -1.060 -5.958
H 2.147 1.882 -7.250
C -0.427 3.688 4.562
H -6.966 3.964 1.693
O 1.780 3.439 7.580
C 5.855 -5.880 0.100
O 3.113 3.555 -2.821
O -8.107 7.620 2.756
C -0.302 2.633 6.704
H 4.976 3.326 -3.722
H 3.828 -2.389 0.429
H -0.057 3.619 8.592
H 2.146 5.233 8.554
O -0.926 4.157 2.255
H 0.477 -3.943 -5.299
H -4.367 3.806 1.356
H 3.584 -1.282 -2.929
H -0.759 2.231 -4.044
H 10.319 -6.607 -1.840
C -8.568 8.929 2.608
H 5.724 1.760 -1.809
H -2.983 -1.199 -6.315
O 10.078 -4.810 -0.864
H 2.856 -3.066 1.699
H -3.343 1.007 1.967
C -6.737 7.463 3.026
C -4.003 2.472 4.112
O 0.741 3.428 -3.964
O 7.072 -5.174 0.235
H -0.923 3.303 -2.740
H -0.874 -6.011 2.085
H 3.116 -7.775 2.263
C -1.530 -1.081 5.787
C 2.337 4.182 8.601
C 2.291 -2.791 -4.937
H -6.140 8.042 2.289
H -1.350 2.780 6.741
H 8.096 -6.411 1.523
F -0.839 -0.440 0.968
H 6.109 0.154 -3.635
C 2.719 4.709 -3.525
H -3.109 2.105 4.728
C 8.228 -5.910 0.490
H -0.606 -0.458 5.929
H -1.024 2.284 2.943
H 9.491 -4.191 0.912
C -6.349 6.083 2.778
O 0.569 -5.053 -2.953
O 4.198 -4.399 1.030
H 0.781 5.011 -2.594
H -5.321 5.916 3.158
O 3.033 2.024 -5.331
O -4.858 -1.054 1.483
H 3.251 4.638 -4.484
C 2.310 1.306 -6.317
H 0.417 0.278 -6.495
H 2.102 3.788 9.624
H -1.587 -0.173 -6.509
H -3.627 3.104 3.253
H 10.223 -5.710 1.078
H 1.501 -3.423 -6.777
C 10.931 -5.768 -1.407
H -1.311 -2.450 -7.340
C -0.441 3.145 3.093
H -7.093 0.889 -0.969
H 0.002 1.655 7.056
O -5.556 -0.394 -1.242
C -4.145 -0.879 2.704
H -1.606 2.856 0.761
C -5.144 3.708 0.535
H -8.726 9.469 3.563
O -1.603 -1.662 4.501
O 0.075 -4.288 2.809
O 0.894 0.484 -4.503
C -6.420 4.488 0.893
F -2.542 -4.251 -0.995
F 0.815 0.791 1.377
F -2.322 -5.336 -2.899
H -1.401 -2.832 2.202
H 4.910 4.124 -2.165
H 2.952 -2.059 -5.429
H 2.533 -2.133 -1.744
H -1.483 4.569 0.379
H -2.695 0.473 3.514
S -0.169 -4.058 -2.223
H -2.739 3.429 -1.189
O 0.143 -2.050 -5.851
H -6.609 7.727 4.084
C -0.612 -2.557 4.144
H -5.428 2.625 0.471
H -7.870 9.517 2.006
H 0.131 4.682 7.205
C 0.341 -0.098 0.500
H -0.050 3.634 0.608
C 4.698 1.933 -2.070
H 5.133 -3.952 -0.760
H 11.658 -6.148 -0.636
F -1.378 -6.073 -1.041
H 8.395 -6.806 -0.148
O -1.944 -0.875 -4.567
H -3.321 -2.028 0.634
H 3.992 1.755 -1.271
H -4.029 2.229 -1.241
O -6.248 5.811 1.321
H -4.795 -1.139 3.558
C -0.597 3.224 -3.779
H -7.568 -0.747 -0.754
C 1.211 -6.008 1.548
H -3.721 0.073 -4.601
H -3.983 3.357 -2.521
C -1.065 -3.497 3.033
O 1.497 1.247 -1.461
C 2.930 -2.153 -2.777
O 4.216 1.005 -3.083
H -3.171 -0.428 -3.029
H -6.930 5.321 3.219
H -1.228 3.886 -4.325
H 3.045 5.646 -2.985
H -4.746 3.100 4.661
H 1.018 -6.800 0.861
C -0.108 -5.271 1.798
H 2.971 -7.398 4.001
F 1.135 -1.141 0.463
H 6.017 -6.658 -0.688
C 9.544 -5.096 0.419
C -4.045 -1.242 0.418
C -3.817 3.279 -1.443
H -5.691 -2.409 -0.586
H 0.214 1.855 -5.892
C -1.041 3.745 0.927
S 0.156 0.642 -1.186
O -0.964 1.552 -1.030
C -4.970 -1.599 -0.764
H 11.525 -5.262 -2.143
H -4.323 -1.957 -1.615
H -1.563 -3.074 -5.699
C 1.043 -3.145 -5.791
C -3.666 0.525 2.936
H 0.611 2.952 2.762
H -9.450 8.853 1.990
C 0.371 3.673 7.542
C 4.543 3.316 -2.747
H 0.064 4.642 4.525
C 2.909 -6.961 2.983
C 0.894 0.988 -5.790
H -1.482 -1.849 6.533
H 2.051 -5.418 1.181
H 0.788 5.494 -4.278
C -1.207 -2.223 -6.256
C 4.721 -4.850 -0.235
H -0.291 -3.103 5.090
C -6.780 -0.028 -0.588
C 1.166 4.704 -3.591
O -0.128 -0.619 -1.960
H 4.740 0.054 -4.780
Ni 0.002 -1.111 -3.843
H 3.486 4.094 8.610
H 5.640 1.587 -4.560
H 3.925 -5.385 -0.749
```

Löwdin population analysis, charges in e, atoms 1 to 99: number 1, H, carries 0.120; number 2, O, carries -0.169; number 3, H, carries 0.115; number 4, H, carries 0.131; number 5, H, carries 0.080; number 6, C, carries -0.081; number 7, H, carries 0.098; number 8, C, carries -0.631; number 9, H, carries 0.079; number 10, H, carries 0.096; number 11, O, carries -0.197; number 12, H, carries 0.082; number 13, O, carries -0.124; number 14, H, carries 0.141; number 15, O, carries -0.286; number 16, H, carries 0.122; number 17, H, carries 0.091; number 18, H, carries 0.043; number 19, O, carries -0.349; number 20, O, carries -0.180; number 21, H, carries 0.132; number 22, O, carries -0.245; number 23, H, carries 0.136; number 24, Ni, carries 0.743; number 25, H, carries 0.090; number 26, C, carries -0.014; number 27, C, carries -0.122; number 28, H, carries 0.113; number 29, C, carries -0.203; number 30, H, carries 0.113; number 31, C, carries -0.192; number 32, H, carries 0.127; number 33, O, carries -0.157; number 34, C, carries -0.168; number 35, O, carries -0.200; number 36, O, carries -0.181; number 37, C, carries -0.190; number 38, H, carries 0.109; number 39, H, carries 0.090; number 40, H, carries 0.143; number 41, H, carries 0.071; number 42, O, carries -0.182; number 43, H, carries 0.118; number 44, H, carries 0.124; number 45, H, carries 0.086; number 46, H, carries 0.043; number 47, H, carries 0.098; number 48, C, carries -0.120; number 49, H, carries 0.123; number 50, H, carries 0.147; number 51, O, carries -0.181; number 52, H, carries 0.080; number 53, H, carries 0.134; number 54, C, carries -0.228; number 55, C, carries -0.135; number 56, O, carries -0.215; number 57, O, carries -0.148; number 58, H, carries 0.087; number 59, H, carries 0.134; number 60, H, carries 0.087; number 61, C, carries -0.088; number 62, C, carries -0.165; number 63, C, carries -0.135; number 64, H, carries 0.144; number 65, H, carries 0.107; number 66, H, carries 0.146; number 67, F, carries 0.155; number 68, H, carries 0.098; number 69, C, carries -0.152; number 70, H, carries 0.095; number 71, C, carries -0.213; number 72, H, carries 0.096; number 73, H, carries 0.086; number 74, H, carries 0.095; number 75, C, carries -0.163; number 76, O, carries -0.286; number 77, O, carries -0.206; number 78, H, carries 0.144; number 79, H, carries 0.133; number 80, O, carries -0.295; number 81, O, carries -0.132; number 82, H, carries 0.132; number 83, C, carries -0.282; number 84, H, carries 0.097; number 85, H, carries 0.095; number 86, H, carries 0.143; number 87, H, carries 0.079; number 88, H, carries 0.131; number 89, H, carries 0.149; number 90, C, carries -0.131; number 91, H, carries 0.160; number 92, C, carries -0.179; number 93, H, carries 0.059; number 94, H, carries 0.124; number 95, O, carries -0.206; number 96, C, carries -0.147; number 97, H, carries 0.055; number 98, C, carries -0.187; number 99, H, carries 0.094


[2]
Density functional theory data (ωB97M-V with the def2-TZVPD basis set) for 2 unconnected molecules or ions with the total composition C3H8Cl2O in a non-equilibrium geometry.

The total energy is -1114.682638 hartree. For the gap between HOMO and LUMO, the calculation gives 0.3908 Ha. The value obtained for the energy above the lowest of the compared OMol25 structures with the same formula, charge and spin is 105.7 kJ/mol. The SMILES is ClCCl.CCO. The LUMO energy comes out at 0.76 eV. The spin multiplicity is 1.

```
14
C3H8Cl2O, DFT ωB97M-V with the def2-TZVPD basis set
C 1.908 -4.430 1.158
H -1.959 -3.702 -0.398
H 2.753 -4.945 0.672
H 0.996 -5.032 1.009
C 1.724 -3.048 0.572
H -0.493 -3.410 0.584
Cl -0.597 -1.992 -1.310
H 1.528 -3.114 -0.516
H 2.112 -4.362 2.240
C -0.870 -3.508 -0.453
H 0.491 -1.543 0.871
H 2.642 -2.445 0.712
Cl -0.079 -4.882 -1.226
O 0.618 -2.441 1.244
```

natural (NBO) charges, unit e, in atom order: number 1, C, carries -0.636; number 2, H, carries 0.226; number 3, H, carries 0.219; number 4, H, carries 0.215; number 5, C, carries -0.092; number 6, H, carries 0.285; number 7, Cl, carries -0.046; number 8, H, carries 0.179; number 9, H, carries 0.213; number 10, C, carries -0.451; number 11, H, carries 0.487; number 12, H, carries 0.177; number 13, Cl, carries -0.035; number 14, O, carries -0.740


[3]
Density functional theory data (ωB97M-V with the def2-TZVPD basis set) for a single C10H13N3O2S molecule in a non-equilibrium geometry.

The total energy is -1101.738545 hartree. For the gap between HOMO and LUMO, the calculation gives 0.3193 Ha. The value obtained for the energy above the lowest of the compared OMol25 structures with the same formula, charge and spin is 216.5 kJ/mol. The SMILES is Cc1nnc(NC2=C(C(=O)O)CCCC2)s1. The LUMO energy comes out at 0.46 eV. The spin multiplicity is 1.

```
29
C10H13N3O2S, DFT ωB97M-V with the def2-TZVPD basis set
O -0.274 0.184 2.969
N -0.484 -0.823 0.671
C 2.515 -4.908 -0.998
C -0.888 3.289 -0.664
C 1.512 -3.801 -0.680
C -0.796 1.139 2.536
N 0.647 -3.359 -1.543
H -0.533 4.319 -0.884
H -1.808 1.337 4.065
H 3.556 -4.544 -0.954
O -1.547 1.947 3.328
H 0.117 3.416 1.102
C -0.732 0.853 -1.341
C 0.113 -1.946 0.117
C -0.822 2.987 0.805
H -1.677 3.454 1.365
H -1.971 3.273 -0.813
H 2.454 -5.747 -0.330
C -0.650 0.517 0.164
H -0.085 -0.690 1.574
H 0.782 2.280 -1.242
S 1.388 -2.925 0.791
N 0.067 -2.215 -1.186
H -0.222 2.533 -2.594
H -0.256 0.170 -2.020
H -1.733 0.811 -1.794
C -0.200 2.213 -1.541
C -0.752 1.476 1.163
H 2.280 -5.240 -2.065
```

natural (NBO) charges, unit e, in atom order: number 1, O, carries -0.611; number 2, N, carries -0.621; number 3, C, carries -0.649; number 4, C, carries -0.389; number 5, C, carries 0.006; number 6, C, carries 0.780; number 7, N, carries -0.251; number 8, H, carries 0.213; number 9, H, carries 0.498; number 10, H, carries 0.229; number 11, O, carries -0.683; number 12, H, carries 0.203; number 13, C, carries -0.474; number 14, C, carries 0.199; number 15, C, carries -0.405; number 16, H, carries 0.229; number 17, H, carries 0.192; number 18, H, carries 0.226; number 19, C, carries 0.324; number 20, H, carries 0.424; number 21, H, carries 0.194; number 22, S, carries 0.356; number 23, N, carries -0.314; number 24, H, carries 0.214; number 25, H, carries 0.263; number 26, H, carries 0.234; number 27, C, carries -0.389; number 28, C, carries -0.248; number 29, H, carries 0.251


[4]
Density functional theory data (ωB97M-V with the def2-TZVPD basis set) for a molecular structure, C7H28N9O10 in a non-equilibrium geometry.

The total energy is -1527.953559 hartree. For the gap between HOMO and LUMO, the calculation gives 0.2282 Ha. The value obtained for the energy above the lowest of the compared OMol25 structures with the same formula, charge and spin is 2351.1 kJ/mol. As for the charge: -1. The LUMO energy comes out at 0.59 eV. The spin multiplicity is 1.

```
54
C7H28N9O10, DFT ωB97M-V with the def2-TZVPD basis set
O 4.258 -1.355 -0.464
H 0.862 -4.151 -0.488
H 1.454 2.877 -0.628
C 3.079 -1.187 -0.111
O 0.169 -1.070 -0.055
H 1.244 -0.781 -1.904
O -0.372 2.091 -1.246
H 0.213 4.021 -0.676
H -2.373 -2.248 1.010
O -3.672 -1.549 -0.573
C -0.851 -3.487 0.385
H 2.017 0.661 -3.661
H 2.694 -2.833 0.848
C 2.040 1.279 2.643
N -2.567 -0.038 -1.410
H 1.565 1.312 0.843
N 2.353 1.534 1.434
H -2.434 0.317 2.385
H -2.608 0.801 -1.972
O 1.088 0.449 -3.541
H 0.479 0.520 3.686
O -1.265 -4.576 0.586
O -1.541 1.816 1.443
N 0.376 -3.345 -0.121
N -0.109 0.041 0.178
H -0.108 1.366 -0.675
C 0.913 0.231 -2.137
H 0.771 -2.420 -0.207
H -1.193 1.128 0.871
C -1.779 1.138 2.675
H 1.518 0.835 -1.461
H -1.967 0.025 -0.601
N 0.871 0.752 2.785
N 2.286 -1.947 0.586
O 2.811 1.573 3.548
H -3.977 0.152 -3.071
H -0.133 0.280 -1.833
N -4.382 -0.559 -2.479
H 2.858 0.718 -0.853
N 2.473 -0.004 -0.260
H 3.271 1.845 1.151
H 1.603 0.150 0.230
H -0.947 -1.562 0.197
H 0.201 0.721 2.030
H -5.022 -1.283 -2.773
O 0.755 0.937 0.302
H -0.838 0.854 3.148
H -2.406 1.776 3.298
C -3.579 -0.767 -1.441
O -1.284 0.318 0.262
H 0.688 3.458 -2.214
N -1.460 -2.340 0.587
H 1.404 -1.594 0.930
C 0.551 3.119 -1.187
```

natural (NBO) charges, unit e, in atom order: number 1, O, carries -0.724; number 2, H, carries 0.392; number 3, H, carries 0.158; number 4, C, carries 0.756; number 5, O, carries -0.345; number 6, H, carries 0.150; number 7, O, carries -0.760; number 8, H, carries 0.172; number 9, H, carries 0.419; number 10, O, carries -0.688; number 11, C, carries 0.756; number 12, H, carries 0.461; number 13, H, carries 0.409; number 14, C, carries 0.741; number 15, N, carries -0.820; number 16, H, carries 0.370; number 17, N, carries -0.805; number 18, H, carries 0.161; number 19, H, carries 0.354; number 20, O, carries -0.721; number 21, H, carries 0.405; number 22, O, carries -0.691; number 23, O, carries -0.748; number 24, N, carries -0.880; number 25, N, carries 0.772; number 26, H, carries 0.447; number 27, C, carries -0.219; number 28, H, carries 0.391; number 29, H, carries 0.400; number 30, C, carries -0.293; number 31, H, carries 0.162; number 32, H, carries 0.377; number 33, N, carries -0.849; number 34, N, carries -0.832; number 35, O, carries -0.720; number 36, H, carries 0.379; number 37, H, carries 0.154; number 38, N, carries -0.847; number 39, H, carries 0.376; number 40, N, carries -0.865; number 41, H, carries 0.399; number 42, H, carries 0.376; number 43, H, carries 0.356; number 44, H, carries 0.367; number 45, H, carries 0.403; number 46, O, carries -0.469; number 47, H, carries 0.151; number 48, H, carries 0.184; number 49, C, carries 0.751; number 50, O, carries -0.328; number 51, H, carries 0.177; number 52, N, carries -0.859; number 53, H, carries 0.393; number 54, C, carries -0.257


Q: What is the formula in the second record?
A: C3H8Cl2O


Q: Among the records above, which one has the highest spin multiplicity?
A: C46H102F6Ni2O29S2